No. 1
Density functional theory data (ωB97M-V with the def2-TZVPD basis set) for C45H49GeI2N6O6Ti as an isolated structure.

Element x y z (Å)
Ti -0.3360 2.1781 -1.1125
I -5.0640 6.2090 3.3901
C -4.0653 5.1160 1.9186
C -4.2110 5.4641 0.5867
C -3.5454 4.7218 -0.3760
I -3.7557 5.2141 -2.3929
C -2.7395 3.6228 -0.0460
O -2.1458 2.9086 -0.9836
C -2.5795 3.3096 1.3201
C -1.6935 2.1581 1.7397
N -0.3848 2.1424 1.0774
C 0.5149 3.2015 1.5519
C 0.4922 4.4149 0.6732
C 0.8496 5.6659 1.1589
C 0.8538 6.7465 0.3001
C 0.4867 6.5579 -1.0256
C 0.1457 5.2877 -1.4330
N 0.1561 4.2373 -0.6074
C -3.2502 4.0522 2.2797
H -4.8291 6.3031 0.2977
H -2.1746 1.1982 1.5458
H -1.5496 2.2156 2.8224
H 0.0740 1.2186 1.2568
H 1.5160 2.7697 1.5750
H 0.2731 3.4944 2.5760
H 1.1187 5.7752 2.2020
H 1.1288 7.7308 0.6599
H 0.4637 7.3777 -1.7308
H -0.1639 5.0913 -2.4496
H -3.1244 3.7981 3.3271
N -1.7007 0.2944 -1.2475
C -1.4093 -1.1080 -0.8658
C -0.6893 -1.9179 -1.9312
C 0.7323 -1.4434 -2.1938
N 0.7230 -0.2225 -3.0131
H -2.1123 0.3206 -2.1724
H -2.4288 0.6310 -0.6334
H -2.3365 -1.6117 -0.5963
H -0.7868 -1.0707 0.0262
H -1.2521 -1.9485 -2.8740
H -0.6596 -2.9472 -1.5587
H 1.3115 -2.2519 -2.6587
H 1.2012 -1.2032 -1.2391
H 0.5473 -0.4577 -3.9850
H 1.6284 0.2291 -2.9748
O 2.3768 1.0406 1.9573
C 1.9203 -0.0882 1.6867
O 0.7383 -0.3225 1.2743
C 2.8662 -1.2899 1.8349
C 2.3955 -2.6013 1.2148
Ge 0.8804 -3.5692 2.0139
C 1.4834 -4.0538 3.8234
C 2.0437 -5.3027 4.0949
C 2.5009 -5.6248 5.3674
C 2.4111 -4.6960 6.3951
C 1.8689 -3.4429 6.1410
C 1.4107 -3.1293 4.8681
C 0.7285 -5.2306 0.9714
C 0.0843 -6.3556 1.4933
C -0.0489 -7.5202 0.7493
C 0.4594 -7.5813 -0.5428
C 1.0998 -6.4742 -1.0808
C 1.2327 -5.3130 -0.3266
C -0.9615 -2.8944 2.1701
C -1.9988 -3.6206 1.5855
C -3.3293 -3.2447 1.7472
C -3.6474 -2.1354 2.5149
C -2.6257 -1.4036 3.1119
C -1.3007 -1.7743 2.9342
H 3.0788 -1.4125 2.9021
H 3.8171 -0.9862 1.3883
H 3.1934 -3.3468 1.3285
H 2.2336 -2.4801 0.1444
H 2.1324 -6.0396 3.3028
H 2.9291 -6.6030 5.5549
H 2.7644 -4.9456 7.3884
H 1.8033 -2.7077 6.9344
H 0.9930 -2.1417 4.6953
H -0.3255 -6.3220 2.4990
H -0.5506 -8.3803 1.1764
H 0.3572 -8.4887 -1.1258
H 1.4996 -6.5140 -2.0870
H 1.7430 -4.4605 -0.7656
H -1.7748 -4.4925 0.9814
H -4.1143 -3.8258 1.2765
H -4.6817 -1.8447 2.6561
H -2.8655 -0.5397 3.7212
H -0.5220 -1.1618 3.3713
N 0.6951 2.6919 -8.1872
C -0.3340 2.1384 -7.4905
O -1.1992 1.4746 -8.0117
C -0.3237 2.3547 -6.0028
C -1.5170 2.1998 -5.3181
C -1.5220 2.3368 -3.9451
N -0.4117 2.5751 -3.2381
C 0.7272 2.7742 -3.9056
C 0.8132 2.6738 -5.2818
H 0.6374 2.6269 -9.1900
H 1.2201 3.4598 -7.8042
H -2.4240 1.9730 -5.8608
H -2.4367 2.2803 -3.3681
H 1.5939 3.0252 -3.3031
H 1.7741 2.8169 -5.7585
C 3.7671 1.0294 -0.8560
C 2.7532 2.1114 -1.1334
O 3.0727 3.2386 -1.4615
O 1.5001 1.7248 -1.0401
H 4.3506 0.8559 -1.7633
H 3.2879 0.1108 -0.5277
H 4.4473 1.3744 -0.0789

Calculated values
* E_tot: -164525.321 eV
* energy relative to the best compared isomer or geometry (same formula, charge and spin): 0.000 eV
* largest force on an atom: 0.018 hartree/bohr
* multiplicity: 2
* <S²>: 0.752
* LUMO energy (spin up / spin down): -0.734 / -0.810 eV



No. 2
Density functional theory data (ωB97M-V with the def2-TZVPD basis set) for a 2-piece molecular cluster, C4H15N2O overall at a distorted geometry.

Element x y z (Å)
C -1.9155 0.4469 1.2499
C -0.4247 0.2619 1.5826
C 0.1370 -0.9955 0.8474
C 1.0559 -1.4564 -1.6709
N 0.8254 -0.5337 -0.5550
N -2.0817 0.6858 -0.2032
H -2.5479 -0.4675 1.3361
H -2.1588 1.2683 1.9608
H -0.3354 -0.0408 2.6425
H 0.1282 1.2545 1.3565
H 1.0147 -1.4085 1.4397
H -0.7555 -1.6575 0.5433
H 2.0619 -1.3217 -2.0738
H 1.1999 -2.5147 -1.2473
H 0.2083 -1.2266 -2.2798
H 1.4774 0.1289 -0.3575
H -0.0282 0.0047 -0.9272
H -2.5573 1.7121 -0.4139
H -2.8271 0.0552 -0.4554
H 2.1145 2.6829 -0.9103
H 3.1228 1.3424 -1.1131
O 2.2863 1.7792 -0.7516

Calculated values
* E_tot: -9397.382 eV
* net charge: +2
* energy relative to the best compared isomer or geometry (same formula, charge and spin): 3.523 eV
* largest force on an atom: 0.136 hartree/bohr
* multiplicity: 2
* <S²>: 0.755
* LUMO energy (spin up / spin down): -7.323 / -13.583 eV



No. 3
Density functional theory data (ωB97M-V with the def2-TZVPD basis set) for a 7-piece molecular cluster, C37H70BIN3O21S overall at a distorted geometry.

Element x y z (Å)
C 4.9796 -2.0160 0.3191
C 5.3629 -0.8827 0.2670
C 5.4216 0.5828 0.0823
N 4.4651 1.2334 1.0130
C 5.0182 1.8362 2.2339
C 4.7893 3.3392 2.3713
O 4.4662 3.7633 3.4402
O 4.9714 4.1621 1.3199
C 3.2066 1.2578 0.7488
N 2.7806 0.6268 -0.4132
C 1.6009 -0.2365 -0.2261
S 0.6106 -0.0581 -1.7722
C 0.6846 0.1357 0.9700
C 0.0382 -1.1800 1.5168
C -1.2430 -0.7923 2.3131
C -1.3266 -1.4422 3.7171
I -2.9436 -1.2729 1.0728
C 1.4273 0.7846 2.1434
N 2.3476 1.8732 1.6624
B 1.6300 3.0453 1.1038
C 1.7293 3.5997 -0.3695
O 0.8183 3.7375 1.9738
H 4.5812 -3.0008 0.3866
H 5.2516 0.8695 -0.9528
H 6.4407 0.8950 0.3216
H 4.5973 1.3246 3.1000
H 6.0975 1.6690 2.2940
H 4.3713 4.9053 1.4850
H 2.6846 1.2711 -1.1932
H 1.8841 -1.2900 -0.1418
H -0.3986 -0.9371 -1.5469
H -0.1593 0.7399 0.6165
H -0.1368 -1.9085 0.7230
H 0.7369 -1.6194 2.2430
H -1.2312 0.2890 2.4650
H -1.5655 -0.7113 4.4942
H -0.3652 -1.8881 3.9994
H -2.0746 -2.2381 3.7413
H 0.7655 1.2243 2.8925
H 2.0428 0.0362 2.6615
H 1.5682 4.6812 -0.3984
H 0.9250 3.1342 -0.9662
H 2.6625 3.3594 -0.8962
H 1.1998 3.5713 2.8498
C -2.9448 9.1341 -1.8101
C -1.8160 8.2452 -2.2870
O -0.8400 8.0281 -1.2538
C -1.1832 7.1678 -0.2985
O -2.2132 6.5534 -0.2260
O -0.1759 7.1146 0.5799
C -0.4313 6.2851 1.7156
H -2.5510 10.0708 -1.4126
H -3.6287 9.3557 -2.6292
H -3.5116 8.6584 -1.0104
H -1.2860 8.7342 -3.1032
H -2.1851 7.2908 -2.6638
H -0.7240 5.2897 1.4090
H -1.2002 6.7334 2.3454
H 0.4912 6.2209 2.2836
C 4.4577 1.0586 7.0905
C 5.5063 0.2861 6.3167
O 6.0021 -0.8258 7.0640
C 5.1858 -1.8808 7.1256
O 4.1042 -1.9676 6.6008
O 5.7675 -2.8094 7.8765
C 4.9613 -3.9680 8.1100
H 4.8480 1.3601 8.0630
H 4.1517 1.9489 6.5388
H 3.5740 0.4483 7.2744
H 6.3626 0.9324 6.1255
H 5.1276 -0.0502 5.3478
H 4.6121 -4.3997 7.1741
H 4.1178 -3.7128 8.7499
H 5.5845 -4.6956 8.6223
C -5.9904 -8.4533 2.3442
C -4.5040 -8.2043 2.4891
O -3.9619 -7.5527 1.3281
C -4.2306 -6.2487 1.2213
O -4.8658 -5.5888 1.9992
O -3.6890 -5.8061 0.0842
C -3.9908 -4.4418 -0.2095
H -6.1969 -9.0065 1.4265
H -6.3670 -9.0221 3.1943
H -6.5443 -7.5169 2.2865
H -3.9812 -9.1561 2.5715
H -4.2760 -7.6281 3.3863
H -3.7258 -3.7892 0.6239
H -5.0483 -4.3376 -0.4527
H -3.4027 -4.1585 -1.0798
C -6.4789 -9.8382 -4.9260
C -6.6276 -10.4849 -3.5647
O -5.3641 -10.6108 -2.8974
C -4.8742 -9.4872 -2.3737
O -5.3988 -8.4032 -2.4031
O -3.6938 -9.7675 -1.8236
C -3.0098 -8.6221 -1.3035
H -5.7481 -10.3805 -5.5281
H -7.4342 -9.8281 -5.4512
H -6.1254 -8.8113 -4.8386
H -7.0083 -11.4985 -3.6811
H -7.3342 -9.9426 -2.9355
H -3.6344 -8.0717 -0.6113
H -2.6872 -7.9779 -2.1226
H -2.1291 -8.9776 -0.7731
C -5.6334 1.0616 -6.1287
C -5.4945 -0.2583 -5.4000
O -4.2211 -0.8734 -5.6554
C -3.1865 -0.3455 -5.0124
O -3.2202 0.5765 -4.2387
O -2.0850 -1.0082 -5.3827
C -0.8842 -0.4755 -4.8351
H -5.4470 0.9297 -7.1956
H -6.6342 1.4705 -5.9910
H -4.9121 1.7923 -5.7641
H -6.2443 -0.9582 -5.7645
H -5.6500 -0.1454 -4.3266
H -0.9484 -0.4000 -3.7491
H -0.6737 0.5007 -5.2717
H -0.0747 -1.1545 -5.0915
C 2.4302 8.7328 -2.6529
C 2.6708 7.2889 -2.2681
O 3.3589 6.5645 -3.2997
C 4.6661 6.8103 -3.4009
O 5.3021 7.5581 -2.7064
O 5.1444 6.0914 -4.4179
C 6.5248 6.3321 -4.7039
H 1.9071 8.7918 -3.6089
H 1.8340 9.2334 -1.8901
H 3.3660 9.2785 -2.7687
H 1.7133 6.7859 -2.1338
H 3.2157 7.2096 -1.3255
H 7.1404 6.1973 -3.8165
H 6.6533 7.3359 -5.1062
H 6.8287 5.6098 -5.4568

Calculated values
* E_tot: -106578.906 eV
* net charge: +1
* largest force on an atom: 0.031 hartree/bohr
* multiplicity: 1
* LUMO energy: -3.885 eV



No. 4
Density functional theory data (ωB97M-V with the def2-TZVPD basis set) for C51H52CuN5O2Se as an isolated structure at a distorted geometry.

Element x y z (Å)
Cu 2.3301 -0.1913 0.3507
C 2.5917 0.9141 -3.4991
C 3.3501 1.7987 -2.4844
C 3.8130 3.1236 -3.1312
C 4.5464 1.0534 -1.9505
C 5.4863 0.5555 -2.8420
C 6.4982 -0.2165 -2.3212
C 6.6492 -0.4066 -0.9498
C 5.6927 0.0730 -0.0854
C 5.9216 -0.1762 1.4040
C 5.9481 1.0983 2.2053
C 5.0091 -1.2534 2.0359
C 4.6472 0.8004 -0.5820
N 3.6085 1.2548 0.2640
C 3.5440 2.5725 0.5064
O 4.3563 3.4957 0.2132
C 2.3255 2.9728 1.2943
C 2.4432 3.2818 2.6268
C 1.3170 3.5068 3.3476
C 0.1277 3.5015 2.7012
C 0.0857 3.2571 1.3274
N 1.1974 2.9709 0.6544
C -1.2270 3.5401 0.5970
O -1.4260 4.7582 0.3591
N -1.9606 2.4516 0.3352
C -3.2463 2.5874 -0.2424
C -3.3183 2.2396 -1.6191
C -4.5248 2.3153 -2.3285
C -5.7091 2.6513 -1.7382
C -5.6706 3.0038 -0.3878
C -4.4498 3.0386 0.3587
C -4.2858 3.6130 1.7421
C -3.8060 2.4988 2.7308
C -5.5296 4.2788 2.3241
C -2.0650 1.8331 -2.4204
C -1.0910 3.0346 -2.5677
C -1.3826 0.5636 -1.9618
H 1.6852 1.4228 -3.9271
H 2.2191 -0.0426 -3.0159
H 3.2023 0.5904 -4.4001
H 2.6609 2.0155 -1.6933
H 4.4884 2.9141 -3.9821
H 4.2127 3.7377 -2.3614
H 2.9304 3.6119 -3.5741
H 5.3683 0.7648 -3.8960
H 7.3006 -0.5518 -3.0140
H 7.4257 -0.9414 -0.4680
H 6.9279 -0.5719 1.4710
H 4.9098 1.3068 2.3653
H 6.4011 1.9355 1.7091
H 6.3432 0.8668 3.1768
H 3.9481 -0.9519 2.0536
H 5.2278 -1.5236 3.0576
H 5.0095 -2.1659 1.4972
H 3.4767 3.2799 3.0489
H 1.3223 3.7143 4.4547
H -0.8320 3.6938 3.2314
H -4.5395 2.2428 -3.4382
H -6.6465 2.8535 -2.2762
H -6.5347 3.4250 0.0609
H -3.4512 4.2779 1.6500
H -4.5866 1.7094 2.7802
H -3.6543 3.0729 3.6592
H -2.8541 2.0369 2.4492
H -6.2969 3.5085 2.4903
H -5.9828 4.9734 1.5952
H -5.2547 4.7553 3.2742
H -2.4573 1.6386 -3.4615
H -0.4872 3.1624 -1.6413
H -1.7740 3.9258 -2.6009
H -0.4693 3.0265 -3.4756
H -1.1224 0.6197 -0.9294
H -0.4793 0.3516 -2.4846
H -2.0799 -0.2784 -1.9165
Se -4.1334 -0.6437 0.0183
N -4.4151 -2.2010 -0.7932
C -5.0466 -2.9202 0.1596
C -5.4641 -4.2670 -0.0343
C -6.1117 -4.9430 0.9633
C -6.2720 -4.3068 2.2363
C -5.9032 -3.0234 2.4430
C -5.2819 -2.2714 1.4094
N -4.8668 -1.0034 1.5263
H -5.3016 -4.7008 -0.9872
H -6.5289 -5.9335 0.7911
H -6.7075 -4.8710 3.0606
H -5.9446 -2.5532 3.3864
C 1.4958 -6.7354 -2.2903
C 1.8605 -5.6553 -3.1233
C 2.0299 -4.3500 -2.6570
C 1.8943 -4.0711 -1.2632
C 1.5790 -5.1512 -0.4283
C 1.3685 -6.4439 -0.9437
C 2.0858 -2.6894 -0.7736
C 1.4970 -1.9150 0.1716
C 0.3630 -2.4574 0.9743
C 0.2988 -2.2545 2.3616
C -0.7452 -2.7251 3.1583
C -1.8321 -3.3033 2.5116
C -1.8463 -3.3934 1.1460
C -0.7378 -3.0511 0.3676
H 1.3350 -7.7314 -2.7390
H 1.9676 -5.8337 -4.1840
H 2.3445 -3.5276 -3.3059
H 1.3556 -5.0051 0.5907
H 1.0876 -7.2520 -0.2918
H 2.8948 -2.2379 -1.3327
H 1.1571 -1.7491 2.7760
H -0.7162 -2.7367 4.2560
H -2.6487 -3.6839 3.1294
H -2.6956 -3.9367 0.6887
H -0.7695 -3.2733 -0.7139

Calculated values
* E_tot: -175262.939 eV
* net charge: -2
* energy relative to the best compared isomer or geometry (same formula, charge and spin): 0.822 eV
* largest force on an atom: 0.052 hartree/bohr
* multiplicity: 1
* LUMO energy: 3.388 eV



No. 5
Density functional theory data (ωB97M-V with the def2-TZVPD basis set) for CH12Na6O9 as an isolated structure at a distorted geometry.

Element x y z (Å)
Na -2.9566 1.6534 1.2522
Na 1.4642 -2.8093 1.3656
Na -1.4398 -0.9345 3.0225
Na -1.3550 -1.4691 -2.3727
Na 2.1237 -0.5658 3.7090
Na -1.6715 -3.5103 0.6658
C -0.1116 -0.5805 0.3948
O -0.1870 -1.6619 -0.2357
O -0.9607 0.2686 0.2933
O 0.7667 -0.4761 1.2580
O -1.6693 1.0981 -2.6050
H -1.1764 1.5185 -1.9004
H -2.5572 1.4445 -2.5166
O 3.7781 0.0067 -0.8170
H 4.1142 0.0780 0.0764
H 2.9007 -0.3621 -0.7145
O 1.4984 1.9941 2.6070
H 0.7837 2.3467 3.1372
H 1.0848 1.3259 2.0605
O 1.4756 -2.0045 -2.4321
H 1.1097 -1.8081 -1.5696
H 1.4409 -2.9589 -2.4958
O -3.6303 -0.2511 -0.9523
H -2.7896 -0.0850 -0.5257
H -3.8331 0.5653 -1.4090
O 0.5088 2.6469 -0.0477
H 0.1685 1.7604 0.0729
H 1.1201 2.7701 0.6785

Calculated values
* E_tot: -46120.651 eV
* net charge: +4
* energy relative to the best compared isomer or geometry (same formula, charge and spin): 3.040 eV
* largest force on an atom: 0.114 hartree/bohr
* multiplicity: 1
* LUMO energy: -16.248 eV



No. 6
Density functional theory data (ωB97M-V with the def2-TZVPD basis set) for a 4-piece molecular cluster, C18H32Br2N2O5P overall at a distorted geometry.

Element x y z (Å)
C 0.3225 -4.4380 -2.0074
C 1.2019 -3.3827 -2.6062
O 1.5081 -3.4010 -3.7365
N 1.7601 -2.3226 -1.7575
C 2.6821 -2.9232 -0.7720
C 0.8238 -1.4457 -1.1285
Br -0.6584 -1.0239 -2.4068
C -0.0031 -1.8972 0.0419
N -0.3086 -0.9348 0.8114
C -1.1882 -1.0911 1.9904
C -0.6301 -0.3965 3.1928
C 0.6698 -0.7180 3.6275
C 1.2163 -0.0997 4.7601
C 0.4490 0.8348 5.4676
C -0.8438 1.1556 5.0337
C -1.4087 0.5471 3.8928
C -2.8097 0.8943 3.4752
C 0.2853 0.3306 0.3735
C 1.3996 -0.1579 -0.5685
P 2.1493 1.1644 -1.6724
O 1.8801 0.5873 -3.1607
Br 4.2382 0.4880 -1.4540
H -0.6610 -4.0331 -1.7865
H 0.7396 -4.8497 -1.0915
H 0.2382 -5.2403 -2.7263
H 3.2357 -2.1536 -0.2498
H 3.4019 -3.5271 -1.3126
H 2.1859 -3.5780 -0.0531
H -0.3177 -2.9158 0.2027
H -2.1796 -0.7449 1.7243
H -1.2542 -2.1618 2.1673
H 1.2362 -1.4574 3.0756
H 2.2096 -0.3618 5.0862
H 0.8416 1.3074 6.3534
H -1.4236 1.8726 5.5925
H -2.8235 1.2911 2.4655
H -3.4709 0.0338 3.5084
H -3.2036 1.6780 4.1060
H -0.4394 0.9749 -0.1127
H 0.7238 0.8788 1.1994
H 2.2326 -0.4388 0.0754
H 1.1331 1.0558 -3.5548
C -3.4649 2.2462 -1.4088
O -2.5284 1.3097 -0.8443
H -3.1255 3.2481 -1.1661
H -3.5051 2.1343 -2.4936
H -4.4590 2.1016 -0.9861
H -2.8417 0.4298 -1.0730
C 3.7265 -0.0624 -6.2914
O 4.6784 0.7438 -5.6067
H 3.7146 0.2681 -7.3266
H 4.0015 -1.1198 -6.2655
H 2.7234 0.0561 -5.8718
H 4.6985 0.4631 -4.6887
C -2.7635 4.7692 1.2815
O -4.0962 4.3156 1.4849
H -2.1240 3.8899 1.2511
H -2.6716 5.3051 0.3330
H -2.4276 5.4191 2.0930
H -4.6755 5.0825 1.5137

Calculated values
* E_tot: -181769.381 eV
* net charge: +1
* largest force on an atom: 0.038 hartree/bohr
* multiplicity: 1
* LUMO energy: -4.241 eV



No. 7
Density functional theory data (ωB97M-V with the def2-TZVPD basis set) for H6O9SV as an isolated structure at a distorted geometry.

Element x y z (Å)
O 1.1346 -1.3754 -0.3105
V 0.7223 0.1750 -0.5214
O 2.0522 0.9772 -0.8167
S -1.3671 0.2075 -2.3113
O -1.8043 -0.9870 -2.9985
O -2.1673 1.3868 -2.5725
O -1.2994 -0.0520 -0.7842
O 0.1297 0.4924 -2.5244
O 0.3242 -3.2973 1.8550
H -0.4233 -2.7115 1.9949
H 0.6172 -3.0242 0.9737
O 1.0645 0.1358 1.8562
H 0.3045 0.0865 2.4373
H 1.7464 0.6112 2.3314
O -0.1690 2.1652 0.3082
H -0.0332 3.0862 0.0861
H -0.8320 2.1235 0.9969

Calculated values
* E_tot: -55051.502 eV
* net charge: -1
* energy relative to the best compared isomer or geometry (same formula, charge and spin): 0.000 eV
* largest force on an atom: 0.049 hartree/bohr
* multiplicity: 1
* LUMO energy: 2.034 eV



No. 8
Density functional theory data (ωB97M-V with the def2-TZVPD basis set) for a 2-piece molecular cluster, C3H5N3O overall at a distorted geometry.

Element x y z (Å)
N -1.6893 -0.8439 0.7626
C -0.6217 -0.0768 0.3198
C -0.0025 -0.5741 -0.9436
N 0.9218 0.0921 -1.4942
C 2.6317 1.0099 0.4254
O 2.8826 2.1201 0.2608
N -0.0715 0.9035 0.9172
H -2.2801 -0.4198 1.4639
H -2.2130 -1.3439 0.0585
H -0.3406 -1.5615 -1.2862
H 1.3045 -0.4151 -2.2890
H -0.5219 1.1095 1.8049

Calculated values
* E_tot: -9708.687 eV
* energy relative to the best compared isomer or geometry (same formula, charge and spin): 1.896 eV
* largest force on an atom: 0.051 hartree/bohr
* multiplicity: 1
* LUMO energy: 0.558 eV